No. 1
{"formula": "C15H7Co2NO8", "method": "wB97M-V/def2-TZVPD", "e_tot_ha": -3997.8341, "charge": -2, "relative_energy_kcal_mol": 26.9, "e_homo_ev": -0.28, "orbital_gap_ev": 5.4, "species": ["Co", "Co", "O", "O", "O", "O", "O", "O", "O", "O", "N", "C", "C", "C", "C", "C", "C", "C", "C", "C", "C", "C", "C", "C", "C", "C", "H", "H", "H", "H", "H", "H", "H"], "coordinates": [[0.3662, 0.0973, -2.0384], [2.5383, -1.2088, -0.7877], [-1.5686, 1.9960, -3.1784], [4.1293, -1.8479, -3.1422], [1.6227, -3.7573, 0.2906], [4.5054, -0.4061, 1.1782], [-1.7534, 3.7378, 0.0425], [0.3012, 3.8289, -0.7491], [1.2280, -0.8680, -4.6671], [-1.3953, -2.0961, -1.2503], [-0.8661, 4.2187, -0.6675], [-0.6296, -0.7937, 1.7969], [-1.0641, 0.4855, 1.3805], [0.9570, -0.4944, -3.6141], [-2.3362, 0.9241, 1.8137], [3.7217, -0.7247, 0.3901], [1.9404, -2.7304, -0.1540], [0.5051, 0.9092, -0.4344], [-0.7961, 1.2940, -2.6847], [-0.6698, -1.2320, -1.5095], [3.4755, -1.5768, -2.2274], [-0.2393, 1.3763, 0.5829], [-2.6693, -1.1164, 3.0632], [-1.4101, -1.5695, 2.6657], [1.7340, 0.6289, -0.9748], [-3.1401, 0.1287, 2.6268], [-2.6613, 1.9095, 1.4726], [-1.0296, -2.5300, 3.0133], [-3.2791, -1.7281, 3.7243], [2.5044, 1.3870, -1.1980], [-4.1280, 0.4817, 2.9157], [-0.2499, 2.4275, 0.8405], [0.3567, -1.1511, 1.4799]]}

No. 2
{"formula": "C15H8Cl3F21N2O4P", "method": "wB97M-V/def2-TZVPD", "e_tot_ha": -4805.0332, "charge": 1, "e_homo_ev": -13.10, "orbital_gap_ev": 8.0, "species": ["Cl", "Cl", "Cl", "P", "F", "F", "F", "F", "F", "F", "F", "F", "F", "F", "F", "F", "F", "F", "F", "F", "F", "F", "F", "F", "F", "O", "O", "O", "O", "N", "N", "C", "C", "C", "C", "C", "C", "C", "C", "C", "C", "C", "C", "C", "C", "C", "H", "H", "H", "H", "H", "H", "H", "H"], "coordinates": [[0.5099, -2.2860, 3.4896], [2.0977, -4.7187, 3.2779], [0.3980, -4.2867, 5.6034], [1.1068, 0.6493, 2.5399], [-6.4902, 0.1437, 0.9166], [-0.8012, -0.5106, 0.1688], [-8.0634, -2.4754, -1.6544], [-7.9086, -0.0507, -1.6336], [4.9604, 2.1579, -2.4647], [7.7708, -0.1207, -1.6598], [-4.6971, -1.7242, -1.9828], [-6.0361, -2.7752, -0.1720], [0.4927, 3.2298, -1.8614], [2.8045, 1.8977, -3.4448], [-2.3911, 0.3752, -1.3590], [-2.3231, 0.4715, 2.4128], [-6.7941, -1.3398, -3.3244], [-4.6102, -0.7359, 2.3299], [-1.8601, 2.8868, -1.0564], [-3.5974, 2.0536, 1.1867], [-5.2335, 0.9218, -0.9481], [-0.7800, 2.8373, 1.0530], [3.3570, 3.8623, -2.0156], [0.3874, 0.8715, -2.1344], [-3.3742, -1.8309, 0.6257], [5.1921, -1.1463, 0.1092], [7.1722, -2.5346, -2.0367], [2.1873, -0.4346, 0.0153], [2.1345, 0.2013, 3.7014], [5.4047, -0.8318, -2.3772], [3.1599, 1.6209, -0.9571], [-1.7376, 0.6225, -0.0182], [1.8449, 1.9126, -0.2000], [-5.3674, -0.2298, -0.0252], [-5.8075, -1.5169, -0.9776], [3.4843, 2.3701, -2.2174], [3.2069, 0.0776, -0.9628], [-4.0743, -0.5268, 0.9307], [-0.9313, 2.0569, -0.1953], [4.6673, -0.6623, -1.0321], [6.8274, -1.2367, -2.0362], [-7.1596, -1.2977, -1.8590], [1.4248, -3.5106, 4.3857], [2.1078, 0.7449, 0.9414], [-2.9781, 0.6802, 1.0647], [0.4635, 1.9404, -1.0682], [0.5768, 1.9337, 3.0194], [2.7008, -0.2567, -1.9903], [4.8769, -1.5910, -2.8615], [2.2528, -3.0148, 4.8988], [4.0254, 1.8193, -0.3690], [2.1137, 2.9438, 0.3063], [3.2308, 0.7613, 1.3526], [0.0762, -0.3986, 2.5651]]}

No. 3
{"formula": "C15H8N3O5Sn", "method": "wB97M-V/def2-TZVPD", "e_tot_ha": -1329.8261, "charge": 3, "e_homo_ev": [-18.79, -18.11], "orbital_gap_ev": [7.0, 4.7], "species": ["Sn", "O", "O", "O", "O", "O", "N", "N", "N", "C", "C", "C", "C", "C", "C", "C", "C", "C", "C", "C", "C", "C", "C", "C", "H", "H", "H", "H", "H", "H", "H", "H"], "coordinates": [[3.7999, -0.3375, -1.5511], [6.9114, -2.5386, -3.0715], [1.2725, 0.7480, -4.2225], [2.8740, 1.3102, 1.4067], [5.0993, 2.7666, -2.2903], [6.5209, -1.5726, 0.4152], [-6.8403, 0.8618, 3.6500], [0.8884, -0.0442, -0.3983], [-1.2673, -0.0554, 0.1509], [-2.4585, -0.3542, 0.8764], [0.3216, 1.1343, -0.8406], [2.9900, 0.6208, 0.4930], [5.9286, -1.9756, -2.9473], [-3.5577, -0.2370, 3.0002], [-5.9203, 0.4329, 3.0621], [1.8127, 0.4713, -3.2549], [-3.6808, -0.3674, 0.2012], [5.6948, -1.3345, -0.3454], [-4.7776, -0.0711, 2.3372], [4.8255, 1.6585, -2.1192], [-2.3875, -0.4349, 2.2680], [-1.0016, 1.1557, -0.4948], [-0.0640, -0.7146, 0.2210], [-4.8491, -0.2937, 0.9563], [3.1026, -1.4139, -2.7407], [-1.7485, 1.9138, -0.6151], [-5.8250, -0.4063, 0.4929], [-3.7082, -0.4293, -0.8878], [-1.4108, -0.5360, 2.7418], [-3.5152, -0.2200, 4.0858], [0.0778, -1.6580, 0.7259], [0.8923, 1.9207, -1.3054]]}

No. 4
{"formula": "C15H9Cl4O3", "method": "wB97M-V/def2-TZVPD", "e_tot_ha": -2643.5057, "smiles": "CC(=O)[C@@H](c1ccccc1)[C@@]1(Cl)C(=O)C(Cl)=C(Cl)C([O-])=C1Cl", "charge": -1, "relative_energy_kcal_mol": 0.0, "e_homo_ev": -3.66, "orbital_gap_ev": 6.2, "species": ["Cl", "Cl", "Cl", "Cl", "O", "O", "O", "C", "C", "C", "C", "C", "C", "C", "C", "C", "C", "C", "C", "C", "C", "C", "H", "H", "H", "H", "H", "H", "H", "H", "H"], "coordinates": [[-2.7305, -1.6215, 2.1773], [2.5979, -1.4884, 2.1849], [-2.6792, 1.5789, 1.4820], [2.6414, 1.6965, 2.2712], [-0.1095, 2.8102, 2.1810], [0.0703, 0.7573, 5.4244], [-0.0555, -2.5086, 2.7670], [-3.4954, 3.3503, 4.0776], [-2.3125, 2.6404, 4.4737], [1.1772, 0.8083, 2.2477], [-3.5601, 4.7281, 4.0748], [-2.4796, 5.4906, 4.5513], [-1.3600, -0.6101, 2.2973], [-0.0948, -1.3140, 2.3728], [-1.4534, 0.8069, 2.5776], [-1.3838, 4.8192, 5.1075], [-1.1512, 0.4409, 5.2230], [-0.1337, 1.6022, 2.3568], [1.1803, -0.5557, 2.2037], [-1.3080, 3.4188, 5.0761], [-1.7305, -0.7900, 5.8732], [-2.0514, 1.1601, 4.2715], [-2.5067, 6.5957, 4.5330], [-3.0122, 0.6345, 4.1572], [-0.3925, 2.9578, 5.5024], [-0.5483, 5.4068, 5.5124], [-0.9774, -1.2053, 6.5519], [-1.8507, -1.5877, 5.1180], [-2.6856, -0.6188, 6.4009], [-4.3884, 2.7749, 3.7296], [-4.4259, 5.2818, 3.6630]]}

No. 5
{"formula": "C16H10AuCl3N2O5", "method": "wB97M-V/def2-TZVPD", "e_tot_ha": -2617.6032, "charge": 0, "relative_energy_kcal_mol": 0.0, "e_homo_ev": [-8.58, -8.69], "orbital_gap_ev": [8.0, 6.2], "multiplicity": 3, "species": ["Au", "Cl", "Cl", "Cl", "O", "O", "O", "O", "O", "N", "N", "C", "C", "C", "C", "C", "C", "C", "C", "C", "C", "C", "C", "C", "C", "C", "C", "H", "H", "H", "H", "H", "H", "H", "H", "H", "H"], "coordinates": [[0.3338, -1.5888, 0.2940], [3.1710, -2.1390, 1.4813], [2.1145, 0.4175, 2.3657], [3.5051, -1.3071, 4.2112], [0.7731, -2.1140, 4.3719], [0.2344, -2.1984, 2.2239], [1.6735, -1.6768, -4.0006], [0.5566, -1.2203, -1.6867], [-2.4402, -1.4361, 1.4157], [-0.3760, 0.8458, -1.2746], [-0.6274, 0.3331, -0.0366], [0.1103, 1.6511, -3.8937], [0.2188, -0.0105, -2.0578], [-1.4389, 1.5002, 3.2213], [1.5074, -0.0037, -5.6163], [-2.3918, -1.0931, 3.7401], [-1.5795, 0.6448, 2.1549], [-2.1833, -0.2269, 4.7753], [2.4121, -1.2750, 2.8457], [-2.1506, -0.6935, 2.3665], [1.2303, -0.4480, -4.3227], [1.0199, -1.9209, 3.2125], [0.3855, 2.0791, -5.1711], [0.5248, 0.3906, -3.4404], [-1.7256, 1.0758, 4.5230], [-1.2049, 1.0827, 0.8202], [1.0923, 1.2404, -6.0343], [2.0538, -0.6694, -6.2710], [-1.5682, 1.7587, 5.3469], [1.3919, -1.8710, -3.0881], [1.3166, 1.5645, -7.0425], [-1.3943, 2.1137, 0.5282], [-2.3646, -0.5423, 5.7937], [-2.7442, -2.1040, 3.8913], [-0.4342, 2.2835, -3.2071], [0.0565, 3.0551, -5.5000], [-1.0587, 2.5023, 3.0600]]}

No. 6
{"formula": "C16H10ClF3NO4S2", "method": "wB97M-V/def2-TZVPD", "e_tot_ha": -2527.6213, "charge": -1, "e_homo_ev": -3.36, "orbital_gap_ev": 5.2, "species": ["Cl", "S", "S", "F", "F", "F", "O", "O", "O", "O", "N", "C", "C", "C", "C", "C", "C", "C", "C", "C", "C", "C", "C", "C", "C", "C", "C", "H", "H", "H", "H", "H", "H", "H", "H", "H", "H"], "coordinates": [[2.4595, -3.8679, 1.7934], [1.9421, 5.0598, -1.6135], [0.3531, -3.2944, 3.6595], [-0.2278, 4.2422, -2.8166], [1.6534, 3.6202, -3.7731], [0.9985, 5.7290, -3.9039], [3.8361, 2.5989, -1.7307], [-0.0650, 3.9190, 0.4388], [0.7597, -4.5532, 4.2272], [0.4507, -2.0829, 4.4594], [1.8117, 3.4939, -0.9178], [-1.9571, -4.7975, 3.2408], [2.3672, 1.4305, -0.1576], [1.0455, 4.6309, -3.0971], [0.8345, 3.1928, 0.0613], [-1.4020, -3.5176, 3.3211], [2.3758, -0.5822, 1.0760], [-3.5443, -2.5146, 2.8741], [0.5903, 1.0426, 1.4588], [2.9821, 0.2183, 0.0969], [-3.3316, -4.9314, 3.0164], [-2.1732, -2.3789, 3.1120], [1.2104, 1.8273, 0.4952], [1.0634, -2.9737, 2.0971], [-4.1261, -3.7874, 2.8526], [1.2114, -0.1804, 1.7443], [2.8288, 2.5192, -1.0530], [0.7708, -0.8486, 2.4822], [-3.7815, -5.9266, 2.9714], [-0.3234, 1.3920, 1.9347], [0.3302, -2.9829, 1.2918], [-1.7050, -1.3998, 3.1472], [-4.1418, -1.6187, 2.7221], [2.7984, -1.5511, 1.2965], [3.8758, -0.0746, -0.4519], [-5.2020, -3.8844, 2.7001], [-1.3214, -5.6759, 3.3646]]}